{
  "formula": "C32H62BClN10O14P2",
  "method": "ωB97M-V with the def2-TZVPD basis set",
  "multiplicity": 1,
  "lumo_energy_ha": -0.03827,
  "charge": 0,
  "symbols": ["N", "C", "N", "C", "N", "C", "C", "C", "C", "C", "C", "C", "P", "O", "N", "C", "C", "O", "Cl", "C", "B", "O", "O", "C", "O", "O", "C", "P", "O", "O", "H", "H", "H", "H", "H", "H", "H", "H", "H", "H", "H", "H", "H", "H", "H", "H", "H", "H", "H", "H", "C", "C", "O", "N", "C", "H", "H", "H", "H", "H", "H", "H", "C", "C", "O", "N", "C", "H", "H", "H", "H", "H", "H", "H", "C", "C", "O", "N", "C", "H", "H", "H", "H", "H", "H", "H", "C", "C", "O", "N", "C", "H", "H", "H", "H", "H", "H", "H", "C", "C", "O", "N", "C", "H", "H", "H", "H", "H", "H", "H", "C", "C", "O", "N", "C", "H", "H", "H", "H", "H", "H", "H"],
  "xyz": [[-1.572, 0.005, 7.830], [-0.679, -0.047, 6.642], [-1.383, 0.332, 5.384], [-1.487, -0.669, 4.368], [-2.185, -1.780, 4.393], [-2.127, -2.725, 3.248], [-3.200, -2.487, 2.145], [-2.942, -3.148, 0.842], [-3.856, -2.991, -0.296], [-5.063, -2.152, -0.162], [-5.340, -1.527, 1.131], [-4.415, -1.698, 2.278], [-3.219, -2.222, 5.776], [-4.575, -1.586, 5.724], [-0.654, -0.231, 3.265], [0.638, -0.890, 3.574], [1.531, -1.156, 2.298], [1.216, -1.835, 1.382], [3.161, -0.340, 2.323], [-0.664, 1.252, 3.233], [-1.930, 1.748, 2.325], [-3.028, 0.918, 2.010], [-1.962, 3.072, 1.792], [0.531, 1.944, 2.449], [1.373, 2.660, 3.001], [0.573, 1.653, 1.181], [-0.776, 1.548, 4.790], [-1.881, 2.941, 5.450], [-3.466, 2.387, 5.672], [-1.796, 4.337, 4.493], [-1.845, 0.972, 8.015], [-1.098, -0.419, 8.629], [-0.187, -1.064, 6.554], [0.173, 0.659, 6.879], [-1.111, -2.765, 2.769], [-2.306, -3.759, 3.665], [-2.034, -3.793, 0.700], [-3.584, -3.503, -1.274], [-5.755, -1.995, -1.020], [-6.238, -0.883, 1.300], [-4.657, -1.181, 3.235], [-2.580, -2.019, 7.030], [-3.432, -3.633, 5.653], [1.213, -0.391, 4.413], [0.386, -1.920, 3.977], [-3.078, 0.820, 1.038], [-2.789, 3.448, 2.154], [0.270, 1.848, 5.070], [-4.030, 3.110, 5.995], [-2.700, 4.716, 4.529], [-1.818, -2.948, -5.664], [-2.291, -2.971, -4.235], [-3.158, -3.749, -3.843], [-1.727, -2.095, -3.372], [-0.697, -1.104, -3.639], [-2.358, -3.702, -6.235], [-2.013, -1.969, -6.106], [-0.751, -3.175, -5.708], [-2.091, -2.168, -2.434], [0.159, -1.315, -2.994], [-1.096, -0.119, -3.389], [-0.376, -1.108, -4.677], [2.310, 1.697, -1.432], [2.572, 1.566, -2.909], [2.796, 0.484, -3.445], [2.556, 2.702, -3.653], [2.312, 4.063, -3.202], [2.354, 0.715, -0.966], [3.069, 2.334, -0.972], [1.317, 2.115, -1.263], [2.738, 2.546, -4.632], [1.446, 4.453, -3.738], [3.181, 4.667, -3.447], [2.128, 4.113, -2.133], [1.357, 7.513, -1.630], [1.844, 7.606, -3.054], [2.522, 6.730, -3.570], [1.503, 8.714, -3.767], [0.713, 9.848, -3.332], [1.705, 6.580, -1.190], [1.755, 8.343, -1.043], [0.266, 7.523, -1.606], [1.861, 8.712, -4.710], [-0.158, 9.937, -3.986], [1.320, 10.752, -3.428], [0.380, 9.747, -2.304], [-1.847, -6.015, 7.987], [-3.095, -6.022, 7.143], [-3.833, -5.045, 7.055], [-3.392, -7.158, 6.466], [-2.652, -8.405, 6.442], [-1.741, -5.044, 8.467], [-1.915, -6.779, 8.763], [-0.970, -6.191, 7.361], [-4.241, -7.093, 5.922], [-2.367, -8.619, 5.410], [-3.305, -9.203, 6.801], [-1.760, -8.365, 7.060], [8.421, -0.033, -4.677], [8.053, 0.201, -3.233], [8.897, 0.400, -2.369], [6.734, 0.187, -2.910], [5.597, -0.029, -3.788], [9.503, 0.007, -4.784], [8.075, -1.018, -4.996], [7.980, 0.743, -5.306], [6.559, 0.350, -1.930], [4.951, 0.843, -3.737], [5.044, -0.898, -3.429], [5.899, -0.195, -4.819], [1.830, 0.575, -7.870], [0.689, -0.290, -7.402], [-0.028, 0.028, -6.464], [0.471, -1.460, -8.063], [1.207, -2.002, -9.187], [1.881, 1.469, -7.252], [2.773, 0.034, -7.777], [1.670, 0.878, -8.907], [-0.307, -1.989, -7.699], [0.516, -2.138, -10.022], [1.611, -2.975, -8.901], [2.020, -1.353, -9.496]],
  "forces_ev_per_angstrom": [[0.271, -0.608, -0.915], [0.397, -0.209, 1.922], [1.201, -1.288, -0.129], [1.620, 3.283, -0.473], [0.931, 0.200, 0.600], [-0.544, -1.247, -1.056], [-1.228, 0.075, -2.331], [-1.706, 1.071, 0.058], [0.023, 0.761, 1.634], [1.431, -0.271, 2.017], [1.949, -1.166, 0.005], [0.339, -0.738, -1.709], [-3.589, -0.352, 0.578], [1.781, -0.040, -0.135], [-0.578, -1.926, 0.134], [0.777, -0.792, 0.447], [0.151, 0.824, -0.002], [-0.094, 0.165, 0.692], [-1.098, -0.564, 0.264], [-1.433, 0.295, 0.518], [-0.353, 0.657, -1.410], [1.444, 0.144, 0.082], [-0.360, -1.261, 1.628], [2.087, -0.460, -3.136], [-1.170, -0.427, 1.337], [-1.411, -0.287, 2.846], [-0.898, 0.920, -2.813], [1.107, 1.747, 3.673], [0.633, 0.161, -1.960], [-1.479, -1.678, -0.216], [0.204, -0.364, 0.069], [-0.206, 0.454, -0.214], [-0.867, 0.860, 0.125], [-0.831, -0.520, -1.168], [-0.992, 0.405, 0.573], [0.209, 1.103, -0.195], [-0.934, 0.810, 0.209], [-0.599, 0.747, 1.317], [0.719, -0.213, 0.810], [0.914, -0.735, -0.322], [0.249, -0.499, -0.864], [0.478, 0.146, -0.833], [1.031, 0.704, -0.375], [-0.409, -0.191, -1.175], [0.491, 0.926, -0.586], [-0.303, 0.213, 0.663], [0.440, -0.031, -0.729], [-0.945, -0.409, 0.413], [0.394, -0.329, 0.032], [0.705, 0.088, -0.196], [-0.102, -0.113, -0.220], [-0.224, -0.034, 0.581], [0.042, -0.031, -0.164], [-0.072, -0.225, -0.443], [-0.027, -0.119, 0.533], [-0.038, -0.004, 0.184], [0.210, 0.027, 0.029], [0.012, 0.167, -0.038], [0.053, 0.064, -0.010], [0.094, 0.206, -0.125], [0.219, 0.086, -0.150], [-0.148, 0.013, 0.143], [0.043, -0.141, -0.189], [-0.127, -0.117, -0.218], [-0.271, 0.027, 0.072], [-0.005, -0.450, 0.474], [0.233, -0.370, -0.598], [-0.039, 0.057, -0.090], [-0.188, 0.095, 0.102], [0.131, 0.071, 0.240], [-0.060, 0.054, 0.062], [0.064, 0.191, 0.148], [-0.185, 0.082, 0.139], [0.024, -0.137, -0.049], [0.030, -0.076, 0.029], [0.218, -0.079, -0.313], [-0.112, 0.571, 0.112], [-0.014, -0.243, 0.339], [0.189, 0.024, -0.547], [0.019, 0.054, -0.125], [-0.163, 0.004, 0.043], [0.036, 0.110, 0.121], [-0.031, 0.021, 0.068], [-0.086, 0.170, 0.184], [-0.191, 0.109, 0.143], [0.067, -0.084, -0.055], [0.015, 0.109, 0.033], [-0.366, -0.063, -0.140], [0.211, -0.072, 0.138], [0.247, 0.367, 0.250], [-0.443, -0.047, -0.307], [-0.127, -0.050, -0.067], [0.162, -0.024, -0.065], [0.027, -0.136, 0.125], [0.043, -0.047, 0.044], [0.138, -0.167, 0.112], [0.213, -0.117, 0.007], [-0.076, 0.088, -0.011], [0.115, -0.006, -0.070], [-0.056, 0.093, 0.588], [0.096, -0.029, -0.186], [0.513, -0.092, -0.418], [0.106, 0.099, 0.521], [-0.075, 0.023, 0.150], [-0.074, 0.104, -0.129], [-0.060, -0.147, -0.084], [-0.035, -0.008, -0.078], [-0.085, -0.204, -0.218], [-0.199, 0.114, -0.222], [0.133, 0.010, 0.088], [0.043, 0.082, 0.018], [-0.275, -0.047, 0.263], [0.081, 0.079, -0.267], [0.210, 0.383, 0.065], [-0.435, -0.329, 0.192], [-0.115, -0.130, 0.030], [0.009, 0.058, -0.139], [0.156, -0.059, -0.011], [0.063, 0.008, -0.059], [0.217, -0.035, -0.138], [0.141, 0.027, -0.219], [-0.070, 0.024, 0.092]],
  "lowdin_charge": [0.00, -0.25, -0.02, -0.22, -0.08, -0.13, -0.17, -0.03, -0.07, -0.07, -0.07, -0.04, 0.81, -0.39, 0.03, -0.11, -0.71, 0.07, 0.65, -0.18, -0.53, 0.12, 0.12, -0.63, 0.01, -0.05, -0.31, 0.92, -0.30, -0.29, 0.07, 0.08, 0.13, 0.14, 0.12, 0.12, 0.11, 0.09, 0.10, 0.10, 0.09, 0.02, 0.03, 0.13, 0.13, 0.13, 0.10, 0.13, 0.05, 0.05, -0.02, -0.55, 0.00, 0.02, -0.06, 0.08, 0.08, 0.09, 0.11, 0.09, 0.09, 0.04, -0.01, -0.55, -0.02, 0.02, -0.09, 0.08, 0.09, 0.08, 0.13, 0.08, 0.07, 0.08, 0.00, -0.53, 0.01, 0.00, -0.08, 0.08, 0.09, 0.09, 0.14, 0.08, 0.08, 0.07, -0.01, -0.54, -0.03, 0.01, -0.07, 0.08, 0.09, 0.09, 0.15, 0.09, 0.09, 0.07, -0.02, -0.56, 0.01, 0.01, -0.07, 0.08, 0.08, 0.08, 0.14, 0.06, 0.09, 0.07, 0.00, -0.53, 0.02, 0.01, -0.07, 0.08, 0.09, 0.09, 0.11, 0.08, 0.08, 0.07]
}

=====

{
  "formula": "C32H63BCl2N5O7PS",
  "method": "ωB97M-V with the def2-TZVPD basis set",
  "multiplicity": 1,
  "lumo_energy_ha": 0.00647,
  "charge": 0,
  "smiles": "C#CC[C@]1(/C(Cl)=C(\\C)Cl)[C@@](OB(O)O)([PH2]=N)OS(=O)(=O)[C@](CCC)(N(C)C(C)=O)[C@@]1(C)N=C(C)C.CCN(CC)CC.CCN(CC)CC",
  "symbols": ["C", "C", "C", "C", "C", "Cl", "C", "C", "Cl", "C", "O", "B", "O", "O", "P", "N", "O", "S", "O", "O", "C", "C", "C", "C", "N", "C", "C", "C", "O", "C", "C", "N", "C", "C", "C", "H", "H", "H", "H", "H", "H", "H", "H", "H", "H", "H", "H", "H", "H", "H", "H", "H", "H", "H", "H", "H", "H", "H", "H", "H", "H", "H", "H", "H", "H", "H", "H", "H", "C", "C", "N", "C", "C", "C", "C", "H", "H", "H", "H", "H", "H", "H", "H", "H", "H", "H", "H", "H", "H", "H", "C", "C", "N", "C", "C", "C", "C", "H", "H", "H", "H", "H", "H", "H", "H", "H", "H", "H", "H", "H", "H", "H"],
  "xyz": [[-1.671, 3.812, -0.565], [-0.602, 3.973, 0.023], [0.472, 3.844, 1.142], [1.679, 2.807, 0.990], [1.421, 1.756, 2.159], [2.574, 1.329, 3.530], [0.220, 1.068, 2.379], [-1.094, 1.226, 1.596], [0.022, -0.116, 3.769], [2.957, 3.682, 1.537], [2.575, 4.239, 2.839], [2.952, 5.613, 2.993], [1.892, 6.578, 2.959], [4.243, 6.136, 3.262], [4.738, 3.192, 1.652], [5.261, 1.690, 1.777], [3.117, 4.968, 0.807], [2.895, 4.925, -0.813], [1.700, 5.794, -1.020], [3.990, 5.723, -1.404], [2.637, 3.195, -1.577], [4.139, 2.752, -1.984], [4.398, 1.610, -3.029], [3.268, 0.739, -3.669], [1.967, 3.446, -2.805], [2.653, 4.131, -3.930], [0.584, 3.701, -3.102], [-0.169, 2.569, -3.987], [-0.103, 4.704, -3.013], [1.965, 2.145, -0.484], [0.804, 1.270, -1.096], [2.993, 1.142, -0.262], [2.962, -0.109, -0.073], [2.159, -1.111, 0.848], [4.242, -0.888, -0.695], [-2.520, 3.517, -1.242], [0.762, 4.946, 1.245], [-0.045, 3.693, 2.152], [-1.696, 0.254, 1.675], [-1.749, 1.986, 2.152], [-1.128, 1.496, 0.522], [1.068, 6.078, 3.124], [4.362, 6.205, 4.229], [5.299, 3.849, 2.818], [5.504, 3.754, 0.552], [4.405, 1.141, 1.734], [4.742, 3.639, -2.388], [4.794, 2.540, -1.072], [4.957, 2.041, -3.935], [5.181, 0.897, -2.600], [3.730, 0.212, -4.576], [2.825, -0.091, -3.050], [2.383, 1.303, -4.118], [1.951, 4.772, -4.560], [3.009, 3.320, -4.659], [3.540, 4.774, -3.706], [0.235, 1.533, -3.799], [-1.276, 2.539, -3.739], [0.032, 2.835, -5.071], [0.380, 0.467, -0.433], [1.152, 0.722, -2.031], [-0.128, 1.820, -1.429], [2.510, -0.900, 1.918], [1.042, -1.036, 0.863], [2.413, -2.209, 0.679], [4.551, -1.761, -0.023], [5.123, -0.180, -0.656], [4.028, -1.337, -1.702], [-1.866, -3.730, 1.565], [-1.180, -5.080, 1.387], [0.263, -5.030, 1.578], [0.943, -6.248, 1.148], [0.634, -7.540, 1.904], [0.723, -4.474, 2.844], [0.249, -5.151, 4.132], [-1.435, -2.977, 0.901], [-2.928, -3.821, 1.325], [-1.797, -3.370, 2.595], [-1.386, -5.410, 0.363], [-1.657, -5.810, 2.053], [2.025, -6.081, 1.164], [0.703, -6.410, 0.090], [1.122, -7.566, 2.879], [1.018, -8.395, 1.339], [-0.437, -7.700, 2.042], [0.423, -3.422, 2.884], [1.817, -4.439, 2.849], [-0.814, -5.401, 4.109], [0.404, -4.475, 4.978], [0.816, -6.057, 4.344], [-4.899, -1.124, 0.838], [-6.278, -1.171, 0.193], [-6.247, -1.426, -1.241], [-7.535, -1.204, -1.891], [-8.696, -2.117, -1.498], [-5.533, -2.624, -1.665], [-6.005, -3.968, -1.108], [-4.259, -0.384, 0.351], [-4.992, -0.846, 1.891], [-4.399, -2.095, 0.804], [-6.742, -0.194, 0.364], [-6.892, -1.908, 0.726], [-7.402, -1.251, -2.978], [-7.836, -0.169, -1.693], [-8.599, -3.109, -1.941], [-9.634, -1.697, -1.874], [-8.800, -2.223, -0.417], [-4.476, -2.501, -1.407], [-5.534, -2.676, -2.759], [-6.219, -3.927, -0.038], [-5.222, -4.719, -1.251], [-6.891, -4.332, -1.627]],
  "forces_ev_per_angstrom": [[1.181, -0.265, -0.151], [-1.321, -1.751, 0.888], [-1.739, 2.398, -0.412], [0.303, 0.900, 1.349], [-2.133, -2.478, 1.380], [-0.295, 1.012, -1.840], [1.231, 0.959, -0.857], [-1.728, -0.748, 1.189], [0.039, 1.335, -1.639], [-1.353, 2.295, 1.020], [0.904, -0.367, -1.328], [-0.885, 2.286, 0.107], [1.072, -2.298, 0.816], [-1.353, -1.230, 0.326], [3.808, -2.301, 0.766], [-1.465, 0.653, -0.367], [-0.106, -2.092, -0.684], [-1.365, 7.589, -2.010], [0.956, -3.226, 0.885], [0.021, -2.924, 1.017], [1.626, -1.138, -0.406], [1.780, 0.938, 0.627], [0.836, -0.830, -0.915], [-0.479, -0.617, -1.302], [-0.437, 1.233, -0.040], [1.066, -0.386, -2.447], [-4.374, -0.362, -1.337], [0.934, -0.466, 0.563], [2.372, -1.196, 0.672], [-0.261, -1.462, 1.345], [-1.733, 0.210, -1.297], [-0.286, -0.306, -1.275], [1.987, -2.223, 0.304], [-0.285, -0.122, 0.535], [0.251, -0.034, 1.926], [1.408, 0.916, 1.191], [0.481, -1.668, -0.335], [0.503, -0.229, -1.667], [0.972, 1.191, -0.027], [0.913, -0.893, -0.743], [0.710, 0.083, 0.964], [0.307, 0.536, -0.420], [0.070, 0.131, -0.724], [-1.020, 0.485, -0.991], [-1.152, 0.550, 0.590], [0.523, -0.633, 0.065], [-1.551, -0.823, 0.483], [-1.491, -0.032, -0.920], [-0.883, -0.225, 1.326], [-1.228, 0.918, -0.378], [-0.518, 0.611, 1.270], [0.623, 1.020, -0.296], [1.295, -0.456, 0.797], [0.709, -0.808, 1.280], [-0.286, 1.067, 0.924], [-0.986, -0.566, 0.375], [-0.314, 1.108, -0.331], [1.424, 0.435, -0.460], [-0.481, -0.293, 1.243], [1.055, 0.996, -0.250], [-0.013, 0.901, 1.340], [1.269, -0.191, 0.458], [-0.427, -0.124, -1.398], [0.992, 0.135, -0.089], [-0.195, 1.606, -0.208], [-0.577, 1.098, -0.835], [-1.087, -0.714, -0.490], [0.118, 0.762, 0.858], [-0.002, 0.010, 0.117], [-0.027, 0.165, 0.037], [0.332, -0.046, -0.228], [-0.050, 0.006, -0.231], [0.180, -0.253, 0.042], [-0.130, 0.311, 0.073], [0.088, 0.015, 0.259], [0.053, -0.040, 0.053], [0.070, -0.048, 0.015], [0.000, 0.036, -0.062], [0.221, -0.133, 0.066], [-0.125, -0.035, 0.019], [-0.083, 0.141, 0.124], [-0.123, 0.109, 0.059], [-0.113, 0.008, 0.001], [-0.037, 0.071, 0.017], [0.021, 0.047, 0.008], [-0.087, -0.053, -0.080], [-0.061, -0.160, -0.198], [0.041, 0.002, -0.046], [-0.010, -0.029, -0.062], [-0.122, -0.041, -0.008], [0.049, -0.093, 0.020], [0.138, -0.020, 0.007], [-0.082, 0.167, -0.308], [-0.023, 0.232, 0.029], [-0.248, -0.085, -0.165], [0.298, 0.006, 0.132], [0.056, -0.258, -0.072], [-0.039, -0.066, -0.056], [-0.025, -0.026, -0.063], [0.012, 0.074, -0.009], [-0.131, -0.101, -0.214], [-0.032, -0.015, 0.131], [0.160, -0.095, 0.086], [0.122, -0.039, 0.120], [0.010, 0.005, 0.112], [0.074, -0.005, 0.036], [0.045, -0.003, -0.023], [-0.081, 0.080, 0.094], [-0.184, 0.174, 0.066], [-0.009, 0.043, -0.042], [-0.037, 0.051, 0.008], [-0.037, 0.008, 0.126]],
  "lowdin_charge": [0.09, -0.10, -0.10, -0.18, -0.47, 0.66, -0.64, -0.13, 0.58, -0.46, 0.01, -0.71, 0.15, 0.13, 0.83, -0.31, -0.27, 0.77, -0.28, -0.30, -0.27, -0.16, -0.22, -0.13, -0.09, -0.03, -0.44, -0.01, 0.08, -0.25, -0.01, 0.06, -0.31, -0.04, -0.04, 0.08, 0.12, 0.14, 0.08, 0.11, 0.04, 0.10, 0.12, 0.05, 0.04, -0.11, 0.11, 0.09, 0.12, 0.10, 0.09, 0.05, 0.05, 0.13, 0.10, 0.10, 0.05, 0.09, 0.09, 0.08, 0.08, 0.07, 0.07, 0.05, 0.09, 0.08, 0.07, 0.07, -0.09, -0.27, -0.19, -0.25, -0.09, -0.25, -0.08, 0.08, 0.06, 0.07, 0.12, 0.10, 0.11, 0.11, 0.06, 0.07, 0.07, 0.08, 0.12, 0.07, 0.07, 0.06, -0.09, -0.27, -0.20, -0.25, -0.09, -0.25, -0.09, 0.07, 0.08, 0.04, 0.12, 0.10, 0.11, 0.11, 0.05, 0.07, 0.07, 0.10, 0.11, 0.07, 0.07, 0.05]
}

=====

> Look up the multiplicity of the first one.

1